(1)
Density functional theory data (ωB97M-V/def2-TZVPD) for a cluster of 2 separate species, C5H16NO in total.

Values from the calculation:
charge: +1
frontier orbital gap: 10.2 eV
HOMO: -13.729 eV

Each line ends with the natural charge from an NBO analysis.
CARTESIAN COORDINATES (ANGSTROEM)
O: 4.38 -2.58 0.09  -0.945
N: -1.28 1.61 1.89  -0.703
C: -1.04 0.49 0.85  -0.021
C: 0.88 -0.20 -0.87  -0.389
C: 0.20 0.86 0.07  -0.468
C: -0.05 -0.80 -1.85  -0.613
C: -2.34 0.46 -0.07  -0.601
H: 3.61 -3.16 -0.02  0.467
H: 1.59 0.30 -1.49  0.234
H: -2.92 1.27 0.29  0.200
H: -1.05 1.36 2.90  0.456
H: -2.19 2.04 1.86  0.436
H: -2.61 -0.60 -0.02  0.254
H: -0.98 -0.40 1.59  0.228
H: 1.05 1.25 0.71  0.227
H: -0.64 2.38 1.58  0.447
H: -0.72 -0.06 -2.48  0.199
H: 4.84 -2.90 0.92  0.479
H: -1.97 0.69 -1.00  0.231
H: 0.60 -1.24 -2.64  0.239
H: -0.70 -1.51 -1.48  0.199
H: 1.33 -1.04 -0.27  0.222
H: 0.03 1.79 -0.56  0.223

---

(2)
Density functional theory data (ωB97M-V/def2-TZVPD) for a cluster of 2 separate species, C6H5FN2O in total.

Values from the calculation:
charge: 0
SMILES: C=C/N=C(\F)C#N.C=C=O
frontier orbital gap: 8.7 eV
HOMO: -9.222 eV

Each line ends with the natural charge from an NBO analysis.
CARTESIAN COORDINATES (ANGSTROEM)
F: -0.03 0.46 -0.81  -0.303
O: -3.20 -2.00 1.00  -0.467
N: 1.42 1.21 0.79  -0.413
N: 0.55 -2.01 1.40  -0.232
C: -2.50 -2.55 0.21  0.722
C: 1.77 2.50 0.33  -0.046
C: -1.81 -3.22 -0.73  -0.812
C: 1.03 3.45 -0.27  -0.413
C: 0.68 0.33 0.32  0.558
C: 0.60 -0.96 0.91  0.196
H: -0.06 3.16 -0.39  0.216
H: 1.61 4.20 -0.82  0.230
H: -1.80 -3.22 -1.90  0.284
H: -1.14 -4.05 -0.46  0.271
H: 2.87 2.69 0.42  0.207

---

(3)
Density functional theory data (ωB97M-V/def2-TZVPD) for the ion CH8N3Si with charge +1.

Values from the calculation:
charge: +1
SMILES: NC(N)=[NH+][SiH3]
frontier orbital gap: 11.5 eV
HOMO: -15.128 eV

Each line ends with the natural charge from an NBO analysis.
CARTESIAN COORDINATES (ANGSTROEM)
Si: -1.96 -0.05 0.06  1.035
N: 0.73 1.23 0.36  -0.780
N: 1.94 -0.78 0.09  -0.771
N: -0.35 -0.55 -0.47  -0.938
C: 0.78 -0.06 -0.02  0.675
H: -0.11 1.77 0.25  0.427
H: -2.27 0.80 -1.03  -0.172
H: 1.63 1.77 0.76  0.450
H: 2.80 -0.17 0.07  0.431
H: 1.92 -1.74 -0.39  0.438
H: -2.49 -1.40 -0.13  -0.134
H: -2.18 0.81 1.23  -0.117
H: -0.44 -1.63 -0.78  0.455

---

(4)
Density functional theory data (ωB97M-V/def2-TZVPD) for a structure of composition F14N7Na2O28S14.

Values from the calculation:
charge: -5
frontier orbital gap: 5.0 eV
HOMO: 1.124 eV

Each line ends with the natural charge from an NBO analysis.
CARTESIAN COORDINATES (ANGSTROEM)
S: -0.51 -3.89 2.77  2.482
S: -6.08 -1.25 4.84  2.443
S: -4.74 -0.41 2.92  2.462
S: 4.95 -5.00 0.33  2.458
S: 1.28 -1.22 -4.81  2.476
S: -4.98 6.82 -0.90  2.468
S: 2.66 -3.25 -4.14  2.478
S: 3.26 -3.11 0.53  2.481
S: 3.58 3.77 -3.55  2.460
S: -0.08 0.37 0.59  2.434
S: -0.86 1.47 -1.54  2.496
S: -2.69 5.87 -0.64  2.467
S: -1.23 -5.21 4.79  2.475
S: 5.16 3.85 -1.61  2.460
Na: -0.39 3.34 1.48  0.973
Na: 1.86 3.19 -0.74  0.953
F: -0.28 -0.93 -4.75  -0.517
F: 2.37 -4.79 -3.84  -0.507
F: 5.25 3.33 -0.09  -0.525
F: -1.18 -3.37 1.44  -0.490
F: 2.56 2.67 -3.96  -0.466
F: 5.81 -5.81 1.46  -0.557
F: -2.35 -6.36 5.03  -0.546
F: 2.49 -2.39 1.71  -0.498
F: -6.25 6.84 0.05  -0.509
F: 0.65 0.99 1.92  -0.564
F: -1.95 4.57 0.01  -0.557
F: -4.20 -0.99 1.55  -0.498
F: 0.04 2.22 -2.64  -0.520
F: -7.00 -2.57 5.02  -0.540
O: -1.50 -4.27 5.81  -0.925
O: -0.05 -6.01 4.86  -0.953
O: -7.06 -0.21 4.92  -0.955
O: 0.74 -0.74 0.29  -0.796
O: 4.63 3.58 -4.48  -0.906
O: 6.37 3.39 -2.20  -0.907
O: 5.00 5.25 -1.37  -0.963
O: -2.51 5.71 -2.04  -0.904
O: -5.47 0.72 2.44  -0.957
O: -5.49 6.49 -2.19  -0.926
O: -3.58 -0.19 3.72  -0.919
O: -4.45 8.14 -0.72  -0.949
O: 4.23 -6.09 -0.21  -0.936
O: -2.05 2.19 -1.43  -0.915
O: 4.00 -2.02 -0.05  -0.957
O: -5.14 -1.37 5.90  -0.915
O: 1.54 -1.08 -6.20  -0.957
O: -0.35 -2.68 3.54  -0.951
O: -1.39 0.20 1.11  -0.865
O: 5.94 -4.34 -0.45  -0.932
O: -0.92 0.16 -2.05  -0.858
O: -1.96 6.91 0.03  -0.950
O: 2.85 4.99 -3.52  -0.928
O: 3.40 -2.78 -3.02  -0.896
O: 0.68 -4.54 2.36  -0.917
O: 1.85 -0.29 -3.89  -0.923
O: 3.34 -3.29 -5.41  -0.985
O: 2.29 -3.72 -0.29  -0.902
N: 4.17 -4.07 1.42  -1.157
N: 3.85 3.08 -2.04  -1.204
N: 0.15 1.75 -0.32  -1.370
N: -5.59 -1.67 3.33  -1.120
N: -1.67 -4.85 3.29  -1.174
N: -4.18 5.62 -0.15  -1.133
N: 1.17 -2.71 -4.20  -1.168

---

What are the max |F| values for these records? In order: 4.49; 3.61; 4.23; 3.54 eV Å⁻¹.
What are the E values for these records? In order: -329.79846; -516.11754; -496.41526; -9787.29354 Eh.